Record 1
{
  "formula": "C20H58O13S9",
  "method": "the ωB97M-V functional and the def2-TZVPD basis",
  "species": ["H", "S", "H", "H", "S", "H", "H", "C", "H", "C", "H", "H", "H", "H", "S", "H", "O", "O", "H", "O", "C", "H", "O", "C", "C", "H", "H", "H", "H", "H", "C", "O", "C", "H", "H", "H", "H", "S", "H", "O", "H", "C", "C", "C", "O", "H", "H", "H", "C", "H", "O", "H", "H", "H", "S", "C", "H", "C", "S", "H", "H", "C", "H", "H", "C", "H", "S", "H", "H", "H", "H", "H", "C", "O", "H", "H", "H", "O", "C", "H", "C", "H", "S", "O", "H", "H", "H", "H", "H", "O", "H", "H", "C", "H", "H", "O", "S", "H", "C", "H"],
  "coordinates": [[-3.46144, 0.68143, 5.20654], [5.01380, -2.59638, 2.60757], [-0.64382, 3.85889, 0.14386], [4.06614, -4.04610, 4.35419], [2.05874, 1.21836, -5.11837], [-4.51080, -4.54586, -1.98830], [1.30275, -1.09282, -0.07137], [-3.46018, -4.32819, -2.16524], [1.85622, 3.03803, 3.77561], [1.35870, 0.01605, -6.29641], [0.57265, -1.90921, -3.90411], [1.16979, 3.46439, -2.60590], [0.90642, 4.35234, -4.19893], [-2.15404, -5.46131, 2.10598], [-0.96197, -3.47206, 2.36753], [-1.27351, -5.42992, 3.71505], [-0.10857, 6.45326, 1.08093], [-0.91044, 6.27756, -1.29466], [-1.73552, -1.29859, 2.19535], [-3.77930, 2.73712, 2.36771], [2.12444, 2.66812, 4.77449], [1.36164, 5.93331, -0.37598], [-2.11052, -2.17219, -3.20349], [0.82797, -2.94875, -3.69682], [-1.92109, -4.91119, 3.01631], [2.83266, 3.40699, 5.14122], [2.61500, 4.63487, 1.80689], [-1.29846, 1.36427, 2.89143], [-2.19581, 1.07122, -1.94827], [-2.82335, -4.57243, 3.52158], [-1.55746, 2.01504, 3.72805], [1.36060, -4.03730, -1.30765], [-4.33231, -3.08861, -4.51291], [-3.65792, -3.61800, -5.18707], [0.91663, 4.55818, 2.23568], [2.80979, -2.62732, 1.59804], [4.04411, -2.45286, 4.87435], [-1.36722, 6.10404, 0.06731], [-0.36648, -1.21112, 0.54284], [2.14695, 2.52227, -5.72939], [-2.03862, -0.50915, -1.47972], [1.60403, 4.76650, 1.41541], [1.19976, 6.06319, 0.69277], [3.79098, -3.01345, 1.31144], [-0.01406, 1.20626, 0.79727], [4.07142, -2.51243, 0.38557], [1.56159, 3.92888, 0.70955], [1.74607, -0.59962, 3.04597], [-4.05139, 0.98936, 4.34333], [-0.28720, 4.33579, -3.06596], [3.18064, 0.59218, -4.49038], [-2.84719, -4.32577, -1.26942], [1.16259, 2.71246, 5.28773], [0.56748, 0.20410, 3.96319], [2.82509, 1.02831, 4.57124], [0.25287, -0.97432, -0.32261], [-2.99492, -4.98041, -2.90547], [-0.07278, 2.39038, -4.00360], [-3.50199, -2.67571, -2.92104], [-5.24084, -3.66195, -4.34303], [-5.03266, 1.30026, 4.69839], [-1.55797, 4.37346, 0.43165], [1.47142, 1.00806, 2.58071], [-2.97482, -2.27712, 2.99065], [0.50510, 3.67628, -3.44087], [-1.34738, 1.47811, 4.65413], [-3.29941, 2.53198, 3.77959], [-0.68416, 2.53007, -4.89212], [-4.13024, 0.25986, 3.54278], [1.90192, 6.83266, 1.01679], [1.12768, -3.27814, -4.69577], [-1.81346, 4.24584, 1.47803], [-1.92330, 0.49549, -1.06142], [5.26092, -1.11733, 2.63188], [2.58012, -5.19540, -3.89812], [2.82361, -2.93661, 3.72557], [3.62881, -4.07919, 1.15323], [4.03005, 1.08274, 3.64895], [-2.27660, -2.24391, 2.15772], [0.47805, 0.43619, -6.76858], [3.88183, -3.04022, 3.96592], [3.65420, -5.03618, -2.52162], [-0.15870, 0.74162, -0.65025], [0.81526, 1.26695, -4.07185], [-0.64503, 2.05053, -3.13753], [-0.06283, -3.45723, -3.33796], [1.15051, -0.88042, -5.72189], [-0.05597, -1.75083, -1.02722], [-2.55130, 0.70878, -0.20035], [-2.43073, 6.84368, 0.66553], [-2.38074, 3.96567, -0.15599], [2.16775, -0.20926, -6.98855], [3.14321, -4.47629, -3.30324], [-0.96368, 2.92553, 3.66911], [3.85656, -3.94319, -3.92843], [-0.16206, -2.92677, 3.51906], [2.07599, -3.27828, -2.40236], [-2.69262, -2.39816, 1.16214], [1.52468, 0.38197, 3.47211], [-4.56233, -2.13136, -4.97566]],
  "lumo_energy_ev": -0.19,
  "homo_energy_ev": -8.06,
  "orbital_gap_ev": 7.876,
  "energy_ev": -145806.458
}


Record 2
{
  "formula": "C20H59AgO10S9",
  "method": "the ωB97M-V functional and the def2-TZVPD basis",
  "species": ["H", "H", "C", "C", "H", "H", "C", "H", "C", "H", "H", "H", "C", "H", "C", "S", "H", "H", "S", "H", "H", "H", "H", "H", "C", "H", "H", "Ag", "H", "H", "O", "H", "C", "O", "H", "H", "O", "H", "O", "H", "H", "H", "H", "H", "H", "H", "H", "O", "C", "C", "H", "S", "H", "H", "S", "H", "H", "H", "C", "H", "H", "C", "C", "C", "C", "H", "C", "S", "O", "H", "H", "H", "S", "H", "H", "O", "H", "O", "H", "H", "S", "H", "C", "S", "H", "C", "O", "H", "H", "S", "H", "H", "H", "O", "H", "C", "H", "H", "C"],
  "coordinates": [[0.68996, 10.88157, -1.52365], [-4.91998, -2.50823, -3.64581], [6.28734, 5.30316, 4.00090], [-2.66864, -8.07707, 1.68423], [-6.02666, 2.90035, 0.46797], [-2.85096, 3.98161, 6.65231], [-5.74407, -1.83186, -3.87273], [-4.20995, 0.67546, -4.67866], [0.62325, 0.53583, -0.11221], [-5.70831, 4.21427, 1.37858], [-3.68601, 0.27276, -6.32948], [6.62921, -5.51166, 1.85619], [2.82105, 5.99929, -7.23188], [5.82531, 5.55646, 3.04671], [2.20837, -6.50344, -2.87195], [-3.81679, -9.42675, 2.27154], [-3.20284, -10.23113, -0.04439], [-3.43367, -0.86903, -4.94693], [6.35216, 3.43461, 4.17967], [5.67425, 5.74362, 4.78717], [-1.65917, -8.06253, 2.09515], [1.43290, -9.87140, -4.24063], [3.83080, 3.78572, -5.84409], [-2.63388, -7.98340, 0.59882], [-8.40330, 3.12510, -0.93624], [7.08479, -4.06460, 2.57271], [3.96214, 3.21954, -7.49676], [1.85563, -0.82620, 5.69086], [3.03857, -6.20511, -3.51216], [3.48351, 6.07952, -6.37001], [5.25516, -3.97171, 4.83481], [0.86388, 7.04867, -1.65341], [-6.05401, 3.98564, 0.37045], [-8.53076, 4.19388, 1.50324], [5.40488, -4.36990, 1.88138], [-0.35188, -1.37764, -0.33819], [4.90329, 3.09246, 4.55824], [-1.45671, -0.09147, 0.12254], [1.51449, 4.03088, -8.61136], [3.46533, -5.39011, 3.29940], [4.41545, -6.92297, 2.88142], [1.55293, 7.14613, -0.01569], [-5.37538, 4.31528, -0.41624], [2.96750, 2.35405, -6.30580], [7.32468, 5.63308, 3.94464], [3.82569, -6.59511, 4.49231], [6.31764, 1.94254, 2.24815], [-6.78353, -0.43097, -5.98860], [0.62029, 9.82486, -1.26557], [-3.22656, -10.65116, 0.96115], [-3.28285, 1.40535, 9.81239], [-1.71175, 2.72937, 8.55823], [1.62339, 0.10400, -0.14899], [0.07862, 9.65252, -0.33552], [1.83977, 4.42939, -7.19447], [2.11558, 6.82691, -7.30577], [6.08602, 3.70004, 1.89437], [-3.75719, -11.60201, 0.91193], [-4.09369, -0.13097, -5.40271], [-1.19682, 3.77678, 6.36383], [-3.13263, -7.14102, 1.99507], [-3.35998, 1.87216, 8.83043], [-0.46874, -0.51094, 0.31240], [1.51664, -8.78616, -4.18283], [4.21880, -6.12101, 3.59297], [0.12094, 9.21677, -2.01988], [3.26894, 3.33839, -6.66403], [2.08074, -8.26507, -2.48529], [-0.44298, -0.85139, 1.66731], [7.74906, 3.09450, 2.19513], [2.35229, -8.62693, -4.86433], [3.53802, 5.95173, -8.05150], [2.29850, 9.10864, -1.28609], [0.61154, -8.26095, -4.48788], [-5.72051, -1.03862, -3.12553], [2.91022, 9.71440, 0.00154], [0.55082, 1.45828, 0.46393], [3.53564, -8.72497, -2.37739], [2.59569, 6.72618, -1.24161], [-4.26382, 2.48089, 8.85512], [-7.81257, 4.51680, 0.18004], [-8.14875, 2.18205, -0.45253], [1.72852, 7.36367, -1.06922], [-5.54463, -1.29087, -5.65055], [-6.63173, -2.44856, -3.73191], [6.68991, 2.95399, 2.41091], [-0.54718, 1.68733, 8.59265], [2.32772, -5.97446, -1.92641], [-7.99773, 3.27677, -1.93656], [5.75271, -5.26523, 4.14259], [1.31002, -6.14299, -3.37309], [-2.29726, 2.34859, 6.20668], [-2.20510, -10.97894, 1.15423], [-5.22747, -9.00317, 1.82448], [0.32335, 0.86445, -1.10728], [6.22541, -4.73128, 2.50123], [-3.55037, 1.13930, 8.04635], [-9.48690, 3.22658, -0.99624], [-2.05561, 3.24651, 6.77540]],
  "lumo_energy_ev": -2.92,
  "homo_energy_ev": -6.07,
  "orbital_gap_ev": 3.150,
  "energy_ev": -143671.104
}


Record 3
{
  "formula": "C20H59N5NbO4",
  "method": "the ωB97M-V functional and the def2-TZVPD basis",
  "species": ["C", "C", "H", "H", "N", "H", "H", "C", "N", "C", "C", "H", "Nb", "H", "C", "H", "H", "H", "O", "O", "H", "H", "H", "C", "H", "O", "H", "H", "H", "H", "H", "H", "H", "H", "H", "H", "C", "H", "H", "C", "H", "H", "H", "H", "N", "H", "H", "H", "C", "H", "H", "H", "C", "O", "H", "H", "H", "H", "H", "H", "H", "C", "H", "H", "H", "C", "C", "H", "C", "C", "N", "H", "H", "H", "C", "H", "H", "H", "C", "H", "C", "H", "H", "H", "H", "H", "N", "C", "H"],
  "coordinates": [[-3.72770, -4.81925, -1.03811], [-4.12309, -2.32048, -1.39100], [-1.31425, -5.15426, -8.38915], [2.78647, 4.38085, 3.23952], [-4.22869, -3.38310, 0.86632], [4.80197, 4.19635, -3.17232], [-2.73615, -0.12541, 5.70806], [-0.06869, 3.17392, 3.49803], [-1.33095, -3.45869, -6.23198], [0.16006, -0.96179, 6.78432], [-0.87788, -2.07982, 6.81504], [4.42868, 3.20280, 1.49487], [2.65702, 3.09661, 1.93241], [-3.75895, -4.90501, -2.12561], [6.63717, 6.93781, -3.44242], [-3.75158, -6.88265, -5.25700], [3.49994, 1.83125, 4.17564], [-0.87413, 1.10742, 2.38646], [-2.87517, -5.16632, -4.47492], [-2.86497, -1.75048, -1.10732], [6.21430, 6.47901, -4.34200], [-1.31406, 0.54300, 0.20999], [-3.13407, 1.55809, 6.06466], [-0.03215, 1.38057, 1.74562], [-1.57168, -6.67337, -5.02359], [5.63534, 7.53355, -2.64849], [-0.90252, -5.29091, -4.15765], [4.13703, 6.53071, -3.65845], [0.97594, -1.25612, 7.45308], [-2.68268, -4.81162, -0.73084], [-2.87157, -5.12565, -7.58304], [-1.41141, -2.10093, 7.76865], [2.58689, 1.90428, 0.50869], [1.47864, -0.19532, 5.42296], [-1.13329, 2.95911, 3.59868], [-4.18297, -5.71250, -0.60903], [5.02163, 4.41657, -2.12331], [-1.85338, -6.56799, -7.47832], [6.10314, 4.50594, -2.00895], [-3.98266, -5.83439, -5.04613], [4.18451, 6.73904, 0.07908], [0.37144, 0.66394, -0.23751], [-4.79633, -5.79611, -4.32139], [-0.87716, 0.24998, 8.27835], [0.71301, -0.86476, 5.43417], [0.01114, -0.43194, 4.83836], [0.48922, 1.03754, 7.48366], [-0.39060, -3.04483, 6.67742], [-1.76908, -2.34019, -1.78322], [3.65442, 7.60173, -2.34066], [0.09439, 4.22538, 3.72213], [0.78142, 0.69521, 1.96456], [-0.43587, 1.17893, 0.27736], [-1.19873, 1.08396, 6.41586], [-2.05116, -2.67799, -2.78648], [0.47420, 2.60101, 4.24671], [-5.53590, -3.74754, -0.70387], [-4.79950, -2.61309, 1.20266], [2.42633, 4.47823, 0.74214], [3.50753, 0.72712, 2.93545], [3.23447, 5.42026, -1.57493], [-1.84360, -5.47614, -7.49314], [-2.29464, -3.26102, -5.97639], [5.69221, 6.38656, -0.36612], [-4.20980, -2.52505, -2.46743], [-2.55547, 0.69887, 6.40327], [-1.15935, -4.91312, -6.25184], [-1.60993, -1.97245, 6.01515], [0.39705, 2.82642, 2.07938], [4.39082, 6.85043, -2.63730], [4.75483, 5.99552, -0.31248], [-0.98916, -1.58437, -1.86821], [-0.14349, 3.47559, 1.39149], [-1.36166, -3.18054, -1.21584], [-4.46372, -3.57087, -0.56786], [7.32914, 7.72549, -3.74499], [-0.58872, 2.11410, -0.24843], [-0.78016, -3.06088, -5.47654], [-1.60614, -5.57875, -4.94298], [4.70182, 3.56889, -1.51806], [4.29605, 5.67301, -1.65605], [-3.27282, -3.05683, 0.98389], [7.20010, 6.18456, -2.88543], [-0.08848, -5.11420, -6.34989], [-4.32208, -5.34473, -5.96227], [-2.90077, 0.41394, 7.40328], [3.04317, 1.54214, 3.31826], [-0.36718, 0.38061, 7.31216], [-4.85535, -1.54485, -1.14883]],
  "charge": -1,
  "lumo_energy_ev": 2.02,
  "homo_energy_ev": -4.06,
  "orbital_gap_ev": 6.080,
  "energy_ev": -38880.779
}